(1)
83
Properties=species:S:1:pos:R:3:lowdin_charge:R:1 method="wB97M-V/def2-TZVPD" e_homo_ev="-7.8 / -7.8" energy_ev=-156217.4933 mol_weight_g_mol=641.22 de_lowest_ev=0.882 multiplicity=1 homo_lumo_gap_ev="7.79 / 7.81"
Co 0.22 0.41 0.36 0.2823
C -2.91 2.66 4.31 -0.0837
C -2.81 2.77 2.91 -0.0731
C -1.89 2.03 2.22 -0.0426
C -1.03 1.11 2.90 -0.1451
C -0.07 0.32 2.19 -0.1467
C 0.69 -0.58 2.89 -0.1118
C 0.56 -0.72 4.30 -0.0787
C -0.33 0.05 4.99 -0.0406
C -1.16 0.98 4.30 -0.1638
C -2.11 1.78 4.99 -0.0421
H -3.63 3.26 4.85 0.0993
H -3.45 3.46 2.37 0.1039
H -1.81 2.11 1.15 0.0852
H 1.40 -1.22 2.38 0.0669
H 1.17 -1.43 4.83 0.1003
H -0.44 -0.04 6.06 0.1088
H -2.19 1.68 6.06 0.1080
C 4.74 -3.03 -0.49 -0.1220
C 5.39 -1.92 0.34 -0.6295
C 5.11 -2.27 1.81 -0.0986
C 6.91 -1.96 0.10 -0.0860
Si 4.73 -0.18 -0.08 0.5100
Br 2.50 -0.60 -0.32 0.7418
C 4.92 1.10 1.31 -0.6130
C 4.61 2.52 0.83 -0.0892
C 3.97 0.83 2.49 -0.0960
C 6.38 1.07 1.82 -0.0837
C 5.21 0.46 -1.81 -0.6301
C 6.64 1.02 -1.77 -0.0829
C 5.15 -0.66 -2.86 -0.1047
C 4.26 1.57 -2.31 -0.1052
H 5.23 -3.98 -0.24 0.0892
H 4.83 -2.89 -1.57 0.0572
H 3.68 -3.14 -0.27 0.0477
H 5.43 -3.31 1.98 0.0909
H 4.05 -2.21 2.05 0.0715
H 5.65 -1.65 2.51 0.0639
H 7.30 -2.92 0.45 0.0906
H 7.45 -1.18 0.63 0.0682
H 7.16 -1.88 -0.96 0.0660
H 3.60 2.62 0.45 0.0666
H 5.31 2.87 0.07 0.0654
H 4.70 3.20 1.69 0.0959
H 2.93 0.87 2.19 0.0423
H 4.13 1.61 3.24 0.0963
H 4.15 -0.13 2.97 0.0649
H 7.10 1.27 1.02 0.0712
H 6.64 0.13 2.29 0.0621
H 6.50 1.86 2.57 0.0926
H 7.38 0.29 -1.44 0.0677
H 6.73 1.89 -1.13 0.0638
H 6.93 1.34 -2.79 0.0915
H 5.90 -1.44 -2.68 0.0648
H 5.36 -0.23 -3.84 0.0892
H 4.17 -1.14 -2.90 0.0725
H 4.28 2.47 -1.71 0.0606
H 3.23 1.22 -2.37 0.0526
H 4.57 1.84 -3.33 0.0894
C -4.44 -2.00 -0.08 -0.0090
C -3.48 -1.26 -1.00 -0.4625
C -3.43 -1.95 -2.36 -0.0164
O -2.14 -1.36 -0.43 0.0995
B -1.54 -0.14 -0.54 -0.5157
O -2.38 0.84 -1.04 0.0745
C -3.73 0.28 -1.09 -0.4620
C -4.47 0.85 0.11 -0.0126
C -4.39 0.74 -2.37 -0.0113
H -4.20 -3.06 -0.09 0.0929
H -5.47 -1.87 -0.42 0.0969
H -4.35 -1.65 0.94 0.0893
H -3.11 -2.98 -2.21 0.0939
H -2.72 -1.46 -3.02 0.0960
H -4.41 -1.96 -2.84 0.0918
H -4.01 0.54 1.05 0.0881
H -5.52 0.54 0.11 0.0942
H -4.43 1.93 0.06 0.0960
H -3.78 0.51 -3.24 0.0870
H -4.53 1.82 -2.34 0.0938
H -5.37 0.27 -2.50 0.0958
F -0.17 2.92 -0.94 0.2057
B 0.40 2.28 0.06 -0.6894
F 1.19 2.97 0.87 0.1918

---

(2)
83
Properties=species:S:1:pos:R:3:lowdin_spin:R:1 method="wB97M-V/def2-TZVPD" e_homo_ev="-11.6 / -11.6" energy_ev=-53237.6324 mol_weight_g_mol=612.50 total_charge=+1 multiplicity=2 homo_lumo_gap_ev="6.12 / 6.40"
Rh -0.07 0.11 2.25 0.7135
C 2.23 -1.24 3.91 0.0092
C 3.24 -1.64 2.83 0.0006
C 3.48 -3.15 2.85 0.0000
C 2.82 -1.23 1.46 0.0050
C 3.58 -1.42 0.30 0.0013
C 2.83 -0.91 -0.75 0.0006
C 3.37 -0.87 -2.15 0.0003
C 2.53 -1.61 -3.19 0.0000
C 3.69 0.56 -2.57 0.0000
N 1.67 -0.43 -0.24 0.0013
N 1.67 -0.64 1.10 0.0455
B 0.43 0.17 -0.95 0.0004
N -0.78 -0.74 -0.63 -0.0021
N -1.21 -0.84 0.64 -0.0161
C -2.30 -1.62 0.69 -0.0002
C -2.57 -2.04 -0.60 -0.0006
C -1.60 -1.47 -1.42 0.0011
C -1.47 -1.68 -2.89 0.0000
C -1.06 -3.14 -3.15 0.0000
C -2.78 -1.36 -3.60 0.0002
C -3.02 -1.90 1.96 0.0007
C -3.57 -0.59 2.54 0.0025
C -4.14 -2.91 1.72 0.0003
N 0.11 1.59 -0.43 0.0057
N 0.09 1.85 0.90 0.0832
C -0.12 3.16 1.08 0.0059
C -0.25 3.75 -0.17 0.0029
C -0.11 2.74 -1.11 -0.0017
C -0.33 2.99 -2.57 0.0003
C 0.87 2.74 -3.48 -0.0002
C -1.56 2.21 -3.08 -0.0002
C -0.22 3.88 2.39 0.0003
C -1.62 4.50 2.52 -0.0004
C 0.10 3.00 3.59 0.0085
H 2.59 -1.53 4.89 0.0006
H 2.08 -0.15 3.92 0.0007
H 1.28 -1.76 3.74 0.0050
H 4.19 -1.13 3.04 0.0004
H 2.57 -3.69 2.61 0.0000
H 4.25 -3.42 2.13 0.0000
H 3.82 -3.46 3.83 0.0000
H 4.55 -1.86 0.24 0.0003
H 4.33 -1.41 -2.08 0.0001
H 1.59 -1.10 -3.39 0.0000
H 3.08 -1.68 -4.13 0.0000
H 2.31 -2.62 -2.86 0.0000
H 2.81 1.19 -2.50 0.0000
H 4.46 0.98 -1.92 0.0000
H 4.06 0.58 -3.59 0.0000
H 0.61 0.20 -2.11 -0.0001
H -3.37 -2.68 -0.91 -0.0001
H -0.68 -1.04 -3.29 0.0000
H -1.83 -3.82 -2.79 0.0000
H -0.93 -3.30 -4.21 0.0000
H -0.13 -3.38 -2.64 0.0000
H -3.57 -2.04 -3.29 0.0000
H -3.11 -0.35 -3.38 0.0000
H -2.66 -1.45 -4.67 0.0000
H -2.30 -2.31 2.68 0.0006
H -4.30 -0.15 1.86 0.0001
H -4.05 -0.77 3.50 0.0001
H -2.75 0.12 2.69 0.0018
H -4.88 -2.50 1.04 0.0000
H -3.75 -3.83 1.30 0.0000
H -4.64 -3.15 2.66 0.0000
H -0.43 4.79 -0.37 0.0007
H -0.57 4.06 -2.63 0.0002
H 1.04 1.68 -3.64 0.0000
H 0.69 3.19 -4.46 0.0000
H 1.77 3.20 -3.07 0.0000
H -1.38 1.15 -3.03 0.0000
H -2.43 2.45 -2.48 0.0000
H -1.76 2.48 -4.11 0.0000
H 0.50 4.71 2.36 -0.0001
H -2.39 3.72 2.50 0.0000
H -1.71 5.04 3.46 0.0000
H -1.81 5.19 1.70 0.0000
H -0.66 2.22 3.70 0.0042
H 1.09 2.55 3.48 0.0004
H 0.10 3.59 4.50 0.0006
S -0.96 -0.23 5.78 0.0812
C -0.64 -0.09 4.23 0.0356

---

(3)
95
Properties=species:S:1:pos:R:3:lowdin_charge:R:1 method="wB97M-V/def2-TZVPD" e_homo_ev=-7.9 energy_ev=-82653.8529 mol_weight_g_mol=727.79 multiplicity=1 homo_lumo_gap_ev=6.45
C 5.39 3.70 -0.34 -0.0264
C 4.20 4.08 -1.17 -0.1153
C 3.15 2.86 -1.59 -0.1002
N 2.22 2.39 -0.51 0.1085
C 1.40 1.26 -1.08 -0.1237
C 0.32 0.54 -0.03 -0.1491
P 0.15 1.14 1.79 0.7333
O 0.47 2.68 2.01 -0.5520
C -0.64 -0.74 -0.46 -0.1033
O -1.53 -1.32 0.56 -0.2125
C -2.91 -0.83 0.45 -0.1425
C -3.81 -1.74 1.51 -0.1324
O -3.21 -3.08 1.72 -0.2219
C -2.51 -3.16 3.01 -0.2354
C -2.07 -4.73 3.29 -0.0810
C -0.57 -1.37 -1.99 -0.0678
C -1.44 -2.64 -2.53 -0.1326
C -1.19 -4.13 -1.81 0.0221
C -2.08 -5.37 -2.40 -0.1026
N -3.07 -5.36 -3.53 -0.0295
C -3.27 -4.01 -4.16 -0.1104
C -2.55 -2.59 -3.77 -0.0158
C 0.48 -0.64 -3.03 -0.3933
S 0.60 -1.25 -4.80 0.6456
C 1.46 0.64 -2.58 -0.1394
N 2.39 1.19 -3.62 0.0733
C 3.25 2.32 -3.13 -0.1008
C 4.34 2.94 -4.22 -0.1313
C 3.54 3.08 -5.67 -0.2073
C 3.78 4.56 -6.39 -0.1567
C 2.33 5.37 -6.36 -0.2220
O 1.28 4.72 -7.18 -0.2747
C -0.07 5.15 -6.76 -0.1322
H 5.46 4.03 0.80 0.0732
H 6.27 3.02 -0.77 0.0696
H 4.02 5.21 -1.45 0.0844
H -1.21 0.88 2.27 0.0137
H 1.05 0.40 2.67 0.0120
H -3.27 -0.96 -0.67 0.1314
H -3.04 0.29 0.77 0.1231
H -4.85 -1.93 1.00 0.1389
H -3.93 -1.13 2.51 0.0906
H -3.07 -2.66 3.91 0.1268
H -1.50 -2.55 2.88 0.1087
H -1.00 -4.71 3.79 0.0603
H -1.95 -5.29 2.26 0.0884
H -2.88 -5.23 3.98 0.0564
H -0.41 -4.20 -0.94 0.0964
H -1.89 -6.43 -1.87 0.1054
H -4.04 -3.97 -5.07 0.1040
H -2.73 -1.56 -4.30 0.0935
H -0.13 -0.31 -5.59 -0.0969
H 4.80 3.96 -3.89 0.1031
H 5.16 2.09 -4.39 0.1275
H 2.36 2.99 -5.55 0.1053
H 3.84 2.19 -6.39 0.1206
H 4.63 5.12 -5.80 0.1099
H 4.07 4.33 -7.52 0.1189
H 1.92 5.44 -5.25 0.1289
H 2.49 6.46 -6.78 0.1278
H -0.28 5.02 -5.61 0.1014
H -0.19 6.28 -7.07 0.0968
H -0.92 4.53 -7.32 0.1071
C -4.82 0.46 5.14 -0.6986
O -4.75 -0.16 4.08 0.0083
N -5.57 0.05 6.17 0.1578
N -4.14 1.60 5.35 0.1548
H -5.64 0.54 7.05 0.0994
H -6.09 -0.81 6.05 0.1178
H -3.56 1.94 4.60 0.1114
H -4.18 2.12 6.21 0.0996
C 4.16 7.47 0.44 -0.7113
O 4.02 7.20 -0.74 -0.0022
N 5.03 8.40 0.87 0.1512
N 3.46 6.86 1.41 0.1639
H 5.16 8.64 1.84 0.0980
H 5.57 8.89 0.17 0.1125
H 2.80 6.15 1.13 0.1163
H 3.56 7.07 2.39 0.1001
C 1.78 -4.86 2.74 -0.7009
O 0.82 -5.38 3.28 0.0064
N 3.01 -5.40 2.77 0.1508
N 1.69 -3.71 2.05 0.1667
H 3.81 -4.99 2.33 0.0981
H 3.12 -6.27 3.27 0.1124
H 0.78 -3.27 2.00 0.0974
H 2.47 -3.27 1.60 0.1003
C -4.09 -6.55 6.51 -0.7276
O -4.58 -5.43 6.55 0.0152
N -3.59 -7.17 7.60 0.1458
N -4.01 -7.27 5.38 0.1475
H -3.18 -8.09 7.58 0.0958
H -3.63 -6.66 8.47 0.1106
H -4.37 -6.84 4.53 0.1050
H -3.61 -8.19 5.32 0.0994